# C14H13Br2N4OSY

A molecular structure, C14H13Br2N4OSY (ωB97M-V/def2-TZVPD, the Open Molecules 2025 dataset).

Each line ends with the Mulliken charge.
Atoms and positions in Å:
Y -1.288473 0.796341 -2.307781  1.0063
N 0.395568 4.181304 0.138284  -0.4464
C -0.152538 2.961012 -0.106934  0.5394
S -1.833014 3.011375 -0.600808  -0.5593
N 0.633172 1.937738 0.122705  -1.0141
N 0.086121 0.730129 -0.213266  0.3785
C 0.168424 -0.287087 0.552909  0.2541
C 0.894071 -0.332452 1.843806  0.0036
C 2.224584 0.070318 1.914585  -0.0982
C 2.907046 0.003851 3.119945  -0.6906
C 2.262115 -0.448426 4.263237  -0.3489
C 0.931291 -0.839769 4.200017  -0.7294
C 0.251607 -0.789417 2.992332  -0.1106
C -0.574949 -1.486586 0.059679  0.5109
C -0.220854 -2.769949 0.451823  -0.6219
C -0.939148 -3.836247 -0.068849  -0.4201
C -1.964747 -3.588420 -0.965197  -0.6587
C -2.234082 -2.277103 -1.328599  -0.0907
N -1.566745 -1.246386 -0.809280  -0.4730
H -0.228712 4.957685 0.256033  0.1895
H 1.255518 4.187148 0.664205  0.2464
H 2.714504 0.444845 1.025899  0.4143
H 3.943898 0.310746 3.168624  0.3836
H 2.796304 -0.493879 5.203624  0.3924
H 0.422272 -1.185311 5.090389  0.3862
H -0.784971 -1.100412 2.938864  0.4873
H 0.599902 -2.916865 1.139484  0.4642
H -0.687878 -4.851141 0.211705  0.4246
H -2.539943 -4.393235 -1.400654  0.3857
H -2.965383 -2.014944 -2.082734  0.4404
Br 0.753264 1.270575 -4.353770  -0.0637
C -0.466721 2.400613 -5.365256  -0.4645
Br -2.086675 2.757335 -4.389308  -0.0184
H -0.710092 1.886224 -6.285403  0.3596
H 0.040642 3.341789 -5.527206  0.3783
O -2.035391 -0.391401 -3.553109  -0.8370

Forces on atoms 1 to 3 (eV/Å):
-0.5 -0.6 0.5
0.4 0.1 0.1
-0.2 0.0 0.1

Values from the calculation:
- ΔE to the lowest compared entry with this formula, charge and spin: 14.1 kcal/mol
- Spin multiplicity: 1
- E_HOMO: -7.60 eV
- E_tot: -6420.145557 Eh
- Molar mass: 534.07 u
- LUMO level: -0.196 eV